{"formula": "C22H56N19O12", "method": "the ωB97M-V functional and the def2-TZVPD basis", "homo_ev": -10.316, "homo_lumo_gap_ev": 5.06, "charge": 1, "e_tot_ev": -76595.58702, "symbols": ["C", "C", "O", "C", "C", "C", "C", "C", "O", "C", "O", "C", "C", "C", "N", "C", "C", "H", "H", "H", "H", "H", "H", "H", "H", "H", "H", "H", "H", "H", "H", "H", "H", "H", "H", "H", "H", "C", "O", "N", "N", "H", "H", "H", "H", "C", "O", "N", "N", "H", "H", "H", "H", "C", "O", "N", "N", "H", "H", "H", "H", "C", "O", "N", "N", "H", "H", "H", "H", "C", "O", "N", "N", "H", "H", "H", "H", "C", "O", "N", "N", "H", "H", "H", "H", "C", "O", "N", "N", "H", "H", "H", "H", "C", "O", "N", "N", "H", "H", "H", "H", "C", "O", "N", "N", "H", "H", "H", "H"], "xyz": [[0.7824, -1.1421, -3.6499], [-0.2773, 0.0066, -4.1682], [-1.4063, 0.0091, -3.2270], [-2.6508, -0.4851, -3.8344], [-3.0147, -2.0048, -3.3030], [-2.8970, -3.1735, -4.4459], [-3.7133, -2.8760, -5.8356], [-3.8102, -4.2054, -6.8371], [-2.8553, -4.1484, -7.9679], [-1.9759, -5.3604, -7.8929], [-2.2658, -6.5330, -8.4743], [-0.5811, -5.1426, -7.0038], [-0.1812, -6.0642, -5.6879], [1.2268, -5.6697, -4.9065], [2.0992, -4.5081, -5.4109], [1.7783, -3.6716, -6.6340], [0.4102, -3.9255, -7.5327], [1.4632, -1.4086, -4.5919], [1.4771, -0.6853, -2.8258], [0.2414, -2.0864, -3.2184], [0.3167, 1.0413, -4.1240], [-0.5584, -0.1821, -5.2878], [-2.7084, -0.3932, -5.0007], [-3.5223, 0.2142, -3.4138], [-4.0892, -1.9911, -2.7851], [-2.2556, -2.2832, -2.4484], [-3.3913, -4.1525, -3.9744], [-1.7764, -3.4671, -4.6648], [-4.8390, -2.6219, -5.5322], [-3.3146, -1.9391, -6.4137], [-4.9109, -4.1616, -7.2938], [-3.7110, -5.1872, -6.2078], [-0.9086, -6.9349, -5.3201], [1.5192, -6.2889, -3.9555], [2.9826, -4.2814, -4.8767], [2.5078, -2.7906, -6.9469], [0.1657, -3.2847, -8.4808], [0.2883, 0.9130, 0.2768], [1.0367, 0.0765, -0.2025], [0.5346, 1.5318, 1.4467], [-0.8565, 1.2982, -0.3176], [-0.0793, 2.2212, 1.8448], [1.3817, 1.2803, 1.9365], [-1.0910, 0.8650, -1.1998], [-1.4756, 1.9867, 0.0740], [-4.2115, -0.0772, 0.7646], [-4.6908, 0.3341, -0.2797], [-4.9138, -0.1611, 1.9099], [-2.9337, -0.4868, 0.8729], [-4.5227, -0.4992, 2.7721], [-5.8798, 0.1339, 1.8858], [-2.3601, -0.4452, 0.0422], [-2.5352, -0.8261, 1.7312], [0.0655, -3.7583, 0.9557], [0.5319, -4.1694, -0.0946], [-0.5455, -4.5588, 1.8490], [0.1165, -2.4642, 1.3230], [-0.9309, -4.2241, 2.7150], [-0.6120, -5.5414, 1.6237], [0.5648, -1.8181, 0.6887], [-0.2666, -2.1216, 2.1871], [1.3002, -2.6812, 4.8665], [0.6839, -1.6736, 4.5592], [1.7200, -2.9290, 6.1213], [1.6206, -3.6427, 3.9805], [2.2279, -3.7576, 6.3784], [1.5063, -2.2392, 6.8279], [1.3297, -3.5078, 3.0223], [2.1283, -4.4739, 4.2296], [2.3404, 4.8307, 3.0033], [1.1443, 5.0518, 3.1039], [3.2622, 5.4154, 3.7909], [2.8543, 3.9805, 2.0948], [4.2482, 5.2360, 3.7112], [2.9314, 6.0638, 4.4915], [2.2061, 3.5131, 1.4766], [3.8387, 3.7958, 2.0087], [-2.1769, 8.3218, 3.3492], [-2.7628, 9.3565, 3.6239], [-2.4598, 7.5875, 2.2571], [-1.1906, 7.8138, 4.1118], [-1.9796, 6.7346, 2.0274], [-3.1931, 7.9229, 1.6483], [-0.9369, 8.3254, 4.9453], [-0.7057, 6.9618, 3.8891], [6.4319, 4.1794, 5.8755], [5.9526, 4.5907, 4.8312], [5.7296, 4.0955, 7.0209], [7.7097, 3.7697, 5.9838], [6.1207, 3.7573, 7.8831], [4.7636, 4.3904, 6.9967], [8.2833, 3.8114, 5.1531], [8.1082, 3.4304, 6.8421], [2.3427, 3.6053, -3.6159], [1.2549, 3.4980, -4.1587], [3.3099, 4.4245, -4.0691], [2.6814, 2.9147, -2.5110], [4.2071, 4.5158, -3.6249], [3.1091, 4.9676, -4.8971], [1.9917, 2.2838, -2.1274], [3.5763, 3.0002, -2.0611], [-2.3907, -0.4426, 6.5934], [-2.8699, -0.0314, 5.5491], [-3.0929, -0.5266, 7.7387], [-1.1129, -0.8523, 6.7017], [-2.7018, -0.8647, 8.6009], [-4.0589, -0.2316, 7.7146], [-0.5392, -0.8106, 5.8710], [-0.7143, -1.1916, 7.5600]], "forces_ev_per_angstrom": [[0.4, 0.5, -0.7], [1.9, -0.2, 0.5], [-0.3, -0.3, -2.7], [-2.0, 0.1, 1.1], [0.3, 0.0, 0.1], [-0.6, -0.8, 0.2], [-0.6, -0.3, 0.3], [-2.1, 1.1, 1.3], [2.4, -3.8, 1.2], [-2.1, -4.4, -2.3], [2.2, 8.2, 4.1], [2.7, 1.1, 1.0], [2.7, 3.6, -1.4], [-2.5, 1.3, -3.4], [-3.5, -1.1, -2.1], [-3.1, -2.1, -0.2], [1.4, -2.8, 4.5], [-1.3, 0.3, 2.0], [-1.4, -1.0, -1.5], [1.0, 1.8, -0.9], [-1.6, -2.0, -0.1], [0.1, 0.3, 2.2], [0.6, -0.2, 2.2], [2.0, -1.4, -0.9], [2.3, -0.1, -1.4], [-1.4, 0.6, -1.6], [1.1, 2.0, -1.0], [-2.0, 0.8, 0.4], [2.4, -0.6, -0.7], [-0.6, -1.9, 1.0], [2.6, -0.4, 0.7], [-0.1, 1.8, -1.3], [2.0, 2.2, -0.8], [-0.3, 1.7, -2.0], [-1.5, -0.4, -0.8], [-1.5, -2.2, 1.0], [0.6, -1.4, 2.1], [-0.6, 0.5, 0.0], [0.6, -0.7, -0.3], [0.8, 0.2, 0.9], [-0.3, 0.0, -0.8], [0.1, 0.0, 0.1], [-0.3, 0.1, 0.0], [0.0, 0.2, -0.2], [0.0, -0.1, -0.1], [-0.3, 0.1, -0.2], [0.0, 0.1, -0.4], [-1.0, 0.0, 0.7], [1.1, -0.5, -0.3], [0.0, 0.1, 0.0], [0.3, -0.1, 0.0], [-0.2, -0.1, 0.4], [0.0, 0.1, -0.1], [-0.1, 0.3, -0.6], [0.2, -0.3, -0.4], [-0.5, -1.3, 0.6], [0.3, 0.8, 0.0], [0.0, -0.1, -0.1], [0.0, 0.3, 0.1], [0.0, 0.2, 0.0], [0.1, 0.1, 0.1], [0.2, -0.2, -0.1], [-0.3, 0.4, -0.3], [0.1, 0.3, 1.3], [0.0, -0.4, -0.8], [-0.1, 0.2, 0.0], [0.2, -0.3, -0.2], [0.3, -0.1, 0.2], [-0.1, 0.1, -0.1], [0.0, 0.5, 0.5], [-0.7, 0.0, -0.1], [0.1, 0.6, 0.6], [0.1, -1.0, -1.1], [0.1, 0.0, 0.3], [0.2, -0.2, -0.3], [0.2, 0.2, 0.1], [-0.1, 0.0, 0.1], [-0.3, 0.7, 0.3], [-0.1, 0.1, 0.0], [-0.6, -0.5, -1.3], [0.9, -0.2, 1.0], [-0.1, 0.1, 0.0], [0.3, -0.1, 0.2], [-0.1, -0.2, -0.3], [0.1, 0.0, 0.0], [-0.1, 0.1, -0.2], [-0.1, 0.1, -0.4], [-1.0, 0.1, 0.7], [1.1, -0.3, -0.4], [-0.1, 0.1, -0.1], [0.3, -0.1, 0.1], [-0.1, 0.0, 0.3], [0.0, 0.1, -0.2], [-0.6, 0.0, -0.3], [-0.1, -0.1, -0.1], [0.7, 0.9, -0.8], [-0.1, -0.9, 1.1], [-0.2, 0.0, -0.1], [0.1, -0.1, 0.3], [0.2, 0.1, 0.0], [-0.2, 0.0, 0.0], [0.0, 0.1, -0.3], [-0.2, 0.0, -0.3], [-1.2, 0.1, 0.9], [1.0, -0.2, -0.2], [-0.1, 0.1, -0.1], [0.3, -0.1, 0.1], [0.1, -0.2, 0.0], [-0.2, 0.1, -0.1]], "lowdin_charge": [-0.095, -0.220, -0.242, -0.184, -0.161, -0.221, -0.165, -0.166, -0.108, -0.228, 0.050, 0.022, 0.075, 0.068, 0.030, 0.037, 0.085, 0.057, 0.070, 0.076, 0.124, 0.119, 0.112, 0.144, 0.131, 0.115, 0.121, 0.094, 0.136, 0.112, 0.150, 0.134, 0.141, 0.143, 0.162, 0.147, 0.132, -0.712, -0.006, 0.173, 0.174, 0.108, 0.112, 0.085, 0.116, -0.721, 0.010, 0.160, 0.157, 0.095, 0.113, 0.078, 0.092, -0.732, 0.006, 0.150, 0.175, 0.101, 0.114, 0.079, 0.084, -0.689, 0.009, 0.164, 0.170, 0.104, 0.104, 0.066, 0.108, -0.717, 0.002, 0.164, 0.154, 0.059, 0.113, 0.079, 0.101, -0.725, 0.017, 0.147, 0.153, 0.095, 0.110, 0.109, 0.078, -0.703, 0.011, 0.158, 0.155, 0.101, 0.114, 0.114, 0.101, -0.718, 0.018, 0.151, 0.159, 0.097, 0.114, 0.095, 0.097, -0.719, 0.011, 0.148, 0.154, 0.096, 0.112, 0.060, 0.091]}